{
  "formula": "CH4O",
  "method": "ωB97M-V/def2-TZVPD",
  "species": ["C", "O", "H", "H", "H", "H"],
  "coordinates": [[0.13165, -0.23037, -0.16704], [-0.86417, 0.61029, 0.13353], [0.03732, -0.52238, -1.22264], [0.21443, -1.17835, 0.44415], [1.05391, 0.14544, -0.20805], [-0.57315, 1.17536, 1.02004]],
  "forces_ev_per_a": [[-0.8, -4.4, -1.3], [-0.8, 4.1, 4.5], [-0.6, -0.4, 0.2], [-0.4, 0.8, -0.4], [3.9, 2.1, 0.5], [-1.3, -2.2, -3.5]],
  "mulliken_charge": [-0.61, -0.50, 0.24, 0.23, 0.32, 0.33],
  "gap_ev": 11.230,
  "mol_weight_g_mol": 32.0,
  "e_homo_ev": -10.34,
  "total_charge": 0,
  "smiles": "CO",
  "de_lowest_kcal_mol": 17.22
}



{
  "formula": "C12H34NO11",
  "method": "ωB97M-V/def2-TZVPD",
  "species": ["N", "O", "O", "O", "C", "C", "C", "O", "H", "H", "H", "H", "H", "H", "H", "H", "C", "C", "C", "O", "H", "H", "H", "H", "H", "H", "H", "H", "C", "C", "O", "O", "H", "H", "H", "H", "H", "H", "C", "C", "O", "O", "H", "H", "H", "H", "H", "H", "C", "C", "O", "O", "H", "H", "H", "H", "H", "H"],
  "coordinates": [[0.77629, -0.38243, 0.70664], [0.17134, -0.55094, -0.38136], [0.21287, 0.23343, 1.64538], [1.92552, -0.86982, 0.87900], [1.61105, -2.99368, -2.42516], [0.83671, -2.12374, -3.40845], [-0.65362, -2.49534, -3.44286], [0.94980, -0.74439, -3.09951], [2.63178, -2.59465, -2.38292], [1.67329, -4.04164, -2.72102], [1.25424, -2.96215, -1.39360], [1.21400, -2.35787, -4.40573], [-0.80108, -3.58025, -3.52559], [-1.06065, -2.01337, -4.33426], [-1.24597, -2.25612, -2.55852], [1.05832, -0.74743, -2.12949], [-2.73520, -2.41742, 0.67992], [-3.09395, -1.61587, 1.94648], [-2.49495, -2.25731, 3.20026], [-2.56764, -0.30633, 1.82460], [-1.67204, -2.50928, 0.45248], [-3.19399, -1.91426, -0.17548], [-3.14299, -3.43347, 0.71451], [-4.18256, -1.59520, 2.01881], [-1.41562, -2.10509, 3.24821], [-2.74879, -3.29995, 3.41388], [-2.87579, -1.74634, 4.09471], [-1.62314, -0.42363, 1.58992], [-0.57535, 3.58244, 1.93623], [0.78393, 3.57884, 2.58068], [1.61759, 4.60863, 2.11227], [-1.33188, 4.64458, 2.55255], [-1.13100, 2.64577, 1.92762], [-0.41063, 3.84914, 0.88718], [1.26026, 2.60811, 2.43574], [0.66999, 3.58720, 3.67194], [1.35937, 5.44941, 2.49500], [-2.23814, 4.62324, 2.23861], [5.08054, -0.25654, -0.31552], [5.34731, -1.64866, 0.29922], [4.46353, -2.01277, 1.35244], [3.85039, -0.32263, -1.00964], [5.87527, 0.01218, -1.00974], [5.11200, 0.49400, 0.48164], [6.34820, -1.80299, 0.70924], [5.23393, -2.34092, -0.54376], [3.59203, -1.62331, 1.15918], [3.15018, -0.38140, -0.32826], [-3.25840, 2.99121, -1.14749], [-2.33295, 1.78387, -1.27677], [-0.97996, 2.15338, -1.23562], [-3.25564, 3.72431, -2.36992], [-2.99832, 3.68325, -0.33405], [-4.26082, 2.59826, -0.92672], [-2.60760, 1.27163, -2.20869], [-2.59301, 1.08750, -0.46736], [-0.49436, 1.31448, -1.24466], [-4.08368, 4.20233, -2.45217]],
  "forces_ev_per_a": [[-0.4, 0.1, 0.8], [0.5, 0.1, 0.4], [0.5, -0.7, -0.9], [-0.8, 0.5, -0.2], [0.9, 0.3, 0.2], [-1.2, -0.8, 0.9], [-0.1, -0.6, -0.4], [0.5, -0.5, 0.1], [0.0, -0.2, 0.0], [-0.1, 0.0, -0.2], [-0.4, 0.2, -0.1], [0.2, 0.5, -0.1], [0.2, 0.0, -0.4], [-0.4, 0.0, 0.2], [0.4, 0.6, 0.1], [-0.2, 0.5, -0.3], [-0.7, -0.1, -0.2], [1.3, -1.0, -0.4], [-0.5, 0.3, 1.1], [-0.3, -0.2, -0.1], [0.1, 0.2, 0.4], [0.1, 0.0, 0.0], [0.0, 0.1, 0.1], [0.0, 0.4, 0.1], [0.1, -0.2, -0.3], [0.1, -0.1, -0.6], [0.0, 0.2, -0.2], [-0.3, 0.6, 0.2], [-0.1, 0.9, -0.8], [-0.4, -1.1, 0.9], [0.5, 0.1, -0.1], [0.0, 0.0, 0.3], [0.3, -0.2, 0.5], [0.0, -0.2, -0.1], [0.2, 0.2, -0.6], [-0.1, 0.4, 0.1], [-0.3, -0.1, 0.1], [0.0, -0.1, -0.1], [0.2, -0.9, 0.8], [0.0, -0.1, -0.3], [-0.2, 0.6, -0.3], [0.2, 0.5, 0.3], [0.0, -0.2, -0.2], [-0.3, 0.1, 0.0], [0.1, 0.4, -0.1], [0.0, -0.2, 0.0], [0.2, -0.4, 0.3], [0.0, 0.0, -0.5], [0.0, -0.2, -0.1], [-0.8, 0.2, 0.4], [0.0, -0.2, -0.2], [-0.1, 0.0, -0.3], [0.3, -0.4, 0.1], [0.0, 0.0, -0.1], [0.1, 0.1, -0.1], [0.2, 0.1, 0.1], [0.2, 0.2, 0.1], [0.0, 0.0, 0.1]],
  "mulliken_charge": [0.97, -0.38, -0.77, -1.02, -1.30, 0.56, -1.10, -0.57, 0.29, 0.46, 0.24, 0.33, 0.38, 0.31, 0.08, 0.32, -1.10, 0.34, -1.25, -0.48, 0.14, 0.27, 0.49, 0.34, 0.29, 0.39, 0.32, 0.21, 0.37, -0.54, -0.56, -0.61, 0.02, 0.14, 0.24, 0.32, 0.32, 0.31, -0.54, -0.33, -0.56, -0.39, 0.32, 0.27, 0.37, 0.20, 0.52, 0.38, -0.51, 0.13, -0.58, -0.53, 0.18, 0.36, 0.38, 0.01, 0.30, 0.28],
  "gap_ev": 9.615,
  "mol_weight_g_mol": 368.4,
  "e_homo_ev": -6.86,
  "total_charge": -1,
  "de_lowest_kcal_mol": 11.67
}



{
  "formula": "C6H6Br2N2",
  "method": "ωB97M-V/def2-TZVPD",
  "species": ["Br", "C", "N", "C", "N", "C", "C", "C", "C", "Br", "H", "H", "H", "H", "H", "H"],
  "coordinates": [[2.21969, -3.75896, 0.42833], [1.65995, -1.98791, 0.55859], [2.03363, -1.03208, 1.42628], [1.39444, 0.01709, 1.11300], [0.48987, -0.16063, 0.09981], [-0.39128, 0.62268, -0.68703], [-0.98759, 1.87492, -0.07917], [-1.80346, 0.75018, -0.29480], [0.61682, -1.54462, -0.19438], [-0.03569, -2.48679, -1.67287], [1.61795, 1.02178, 1.32605], [-0.16043, 0.60949, -1.79367], [-1.01292, 2.67869, -0.83725], [-0.85074, 2.22422, 0.94375], [-2.10519, 0.38129, 0.65514], [-2.68505, 0.79065, -0.99178]],
  "forces_ev_per_a": [[0.6, -0.1, 0.5], [-1.6, -0.6, 0.1], [2.2, -1.4, 0.9], [-1.6, 2.0, -1.8], [-0.1, -3.6, -0.8], [0.6, 0.9, -0.4], [1.9, 3.5, -1.2], [-3.9, -1.6, -0.8], [0.8, 0.9, -0.5], [-0.5, 0.6, 0.1], [0.2, 1.0, 1.1], [-0.2, 0.2, 1.5], [-0.1, -0.2, 0.8], [0.5, -0.3, -0.3], [-0.1, -1.1, 0.5], [1.3, -0.3, 0.4]],
  "mulliken_charge": [-0.17, 0.25, -0.59, 0.03, 0.18, -0.37, -0.52, -0.37, -0.14, -0.09, 0.42, 0.39, 0.22, 0.28, 0.25, 0.24],
  "gap_ev": 9.303,
  "mol_weight_g_mol": 265.9,
  "e_homo_ev": -8.65,
  "total_charge": 0,
  "smiles": "Brc1ncn(C2CC2)c1Br",
  "de_lowest_kcal_mol": 0.00
}